1.
ORCA calculation (ωB97M-V/def2-TZVPD) on a molecular structure, C22H17Cl2N6OPd.

```
49
Properties=species:S:1:pos:R:3
Pd 0.295 -0.367 -0.060
Cl -4.098 -1.326 -2.991
C -3.890 -0.070 -1.808
C -4.953 0.771 -1.555
C -4.813 1.805 -0.653
Cl -6.173 2.873 -0.381
C -3.624 2.005 0.055
C -3.412 3.042 0.989
C -2.252 3.069 1.716
C -1.301 2.065 1.499
N -1.428 1.153 0.560
C -2.542 1.101 -0.172
C -2.613 0.045 -1.190
O -1.643 -0.682 -1.482
H -5.884 0.630 -2.082
H -4.177 3.794 1.121
H -2.069 3.840 2.453
H -0.421 2.004 2.131
N 3.494 -0.794 -1.323
C 2.641 -1.902 -1.232
C 2.755 -2.896 -2.201
C 1.928 -4.003 -2.135
C 1.011 -4.073 -1.087
C 0.979 -3.056 -0.155
N 1.788 -1.977 -0.197
C 3.072 0.527 -1.213
C 3.639 1.477 -2.067
C 3.191 2.783 -2.029
C 2.207 3.109 -1.099
C 1.783 2.134 -0.222
N 2.196 0.856 -0.250
H 4.168 -0.911 -2.069
H 3.480 -2.790 -2.999
H 1.989 -4.777 -2.887
H 0.348 -4.922 -0.999
H 0.295 -3.100 0.689
H 4.412 1.182 -2.766
H 3.602 3.529 -2.694
H 1.797 4.106 -1.049
H 1.103 2.381 0.582
N 1.240 -1.303 3.836
C 0.113 -1.941 4.280
C -0.837 -1.716 3.325
N -0.311 -0.967 2.324
C 0.931 -0.730 2.647
H 2.135 -1.294 4.294
H 0.090 -2.477 5.208
H -1.857 -2.045 3.300
H 1.617 -0.161 2.040
```

Calculated total energy, Ha: -2300.62838
Energy above the lowest of the compared OMol25 structures with the same formula, charge and spin, eV: 2.142
Total charge: -1

***

2.
ORCA calculation (ωB97M-V/def2-TZVPD) on a single C17H21NO5 molecule.

```
44
Properties=species:S:1:pos:R:3
C 2.893 -2.239 -0.292
C 3.090 -1.609 1.071
C 4.356 -2.188 1.724
O 3.248 -0.189 1.023
C 2.094 0.576 0.927
O 2.222 1.773 1.090
C 0.828 -0.124 0.751
C -0.386 0.654 0.336
C -1.678 -0.083 0.738
C -1.711 -1.413 0.321
C -2.912 -2.119 0.355
C -4.085 -1.453 0.705
C -4.050 -0.136 1.170
C -2.832 0.559 1.215
N -0.505 0.799 -1.154
C 0.631 1.475 -1.928
C 0.506 2.974 -1.737
O -0.757 3.447 -2.211
C -1.851 2.867 -1.488
C -1.827 1.352 -1.645
C 0.819 -1.169 1.784
O -0.091 -1.460 2.535
O 1.991 -1.905 1.949
H 1.955 -1.920 -0.758
H 3.746 -1.972 -0.928
H 2.870 -3.329 -0.172
H 4.517 -1.723 2.702
H 4.250 -3.269 1.852
H 5.211 -1.981 1.074
H -0.362 1.677 0.727
H -0.779 -1.911 0.031
H -2.907 -3.164 0.052
H -5.034 -1.971 0.611
H -4.974 0.391 1.424
H -2.765 1.594 1.581
H -0.504 -0.160 -1.508
H 0.440 1.199 -2.979
H 1.597 1.055 -1.616
H 0.716 3.259 -0.688
H 1.233 3.449 -2.404
H -2.766 3.234 -1.981
H -1.875 3.202 -0.422
H -1.897 1.072 -2.710
H -2.666 0.879 -1.124
```

Calculated total energy, Ha: -1091.30380
Energy above the lowest of the compared OMol25 structures with the same formula, charge and spin, eV: 2.828
SMILES: CC1(C)OC(=O)C([C@H](c2ccccc2)[NH+]2CCOCC2)=C([O-])O1
Total charge: 0

***

3.
ORCA calculation (ωB97M-V/def2-TZVPD) on 8 unconnected molecules or ions with the total composition C43H71BBrF2N2O28PS3.

```
152
Properties=species:S:1:pos:R:3
C -0.693 -8.221 3.670
C -0.509 -6.669 4.067
B 0.892 -6.011 3.511
O 2.097 -6.388 4.186
C 0.795 -4.930 2.246
C 2.293 -4.379 2.028
C 2.721 -3.153 2.952
C 2.736 -1.688 2.374
C 3.192 -0.450 3.231
C 3.650 -0.599 4.702
C 3.644 -2.035 5.297
C 4.150 -2.281 6.808
C 3.189 -3.270 4.441
N 0.504 -5.828 1.066
C 1.193 -6.938 1.141
S 2.400 -8.056 0.883
O -0.205 -4.024 2.660
C -0.876 -3.173 1.751
C -0.192 -2.758 0.376
C -0.515 -3.623 -0.925
C -0.253 -2.628 -2.195
F -0.187 -3.486 -3.356
N -0.941 -1.827 2.509
C -0.360 -1.915 3.659
S -0.011 -2.024 5.289
C -2.473 -3.524 1.627
Br -2.767 -5.464 1.116
C -3.204 -3.451 3.086
O -4.477 -4.135 3.072
C -5.106 -4.124 4.339
C -6.372 -5.125 4.490
O -4.803 -3.397 5.312
O -3.139 -2.788 0.588
C -3.741 -1.577 0.987
F -3.606 -0.662 -0.146
P -5.652 -1.695 1.252
O -6.399 -0.419 0.345
O -6.101 -1.428 2.877
S -6.394 -3.346 0.502
H -1.477 -8.251 2.823
H -0.979 -8.870 4.560
H 0.304 -8.587 3.251
H -0.445 -6.618 5.224
H -1.424 -6.026 3.775
H 2.048 -6.197 5.145
H 2.460 -4.032 0.935
H 3.110 -5.187 2.172
H 2.457 -1.439 1.292
H 3.218 0.602 2.763
H 4.022 0.253 5.363
H 4.172 -3.398 7.045
H 3.576 -1.652 7.567
H 5.245 -1.907 6.823
H 3.256 -4.277 4.962
H -0.594 -1.695 0.135
H 0.940 -2.620 0.430
H 0.211 -4.503 -1.112
H -1.587 -3.978 -1.046
H -1.219 -2.007 -2.302
H 0.679 -1.994 -2.026
H -2.512 -4.076 3.775
H -3.218 -2.404 3.532
H -6.225 -5.941 3.682
H -6.401 -5.643 5.502
H -7.344 -4.589 4.204
H -3.277 -1.027 1.868
H -5.842 0.394 0.381
H -6.515 -0.532 2.896
C 2.721 2.997 -1.812
O 2.802 1.589 -2.035
C 2.970 1.243 -3.322
O 3.052 2.006 -4.256
O 3.030 -0.097 -3.387
C 3.206 -0.616 -4.705
H 2.586 3.160 -0.742
H 3.644 3.491 -2.121
H 1.861 3.422 -2.335
H 4.149 -0.269 -5.133
H 2.366 -0.337 -5.345
H 3.239 -1.704 -4.634
C -0.733 4.248 -4.321
O -0.160 5.421 -3.744
C -0.881 6.538 -3.932
O -1.929 6.614 -4.526
O -0.232 7.557 -3.343
C -0.890 8.817 -3.464
H -0.068 3.410 -4.108
H -1.707 4.036 -3.875
H -0.818 4.354 -5.404
H -1.871 8.788 -2.985
H -0.981 9.105 -4.514
H -0.278 9.562 -2.954
C 3.228 5.998 3.087
O 2.009 5.276 2.918
C 1.715 4.447 3.934
O 2.378 4.280 4.928
O 0.552 3.836 3.649
C 0.113 2.918 4.649
H 3.363 6.633 2.210
H 3.179 6.636 3.972
H 4.076 5.313 3.151
H -0.060 3.433 5.596
H 0.838 2.110 4.775
H -0.830 2.485 4.314
C 9.909 -0.650 -3.199
O 8.553 -0.237 -3.042
C 8.067 0.464 -4.082
O 8.669 0.752 -5.086
O 6.789 0.789 -3.807
C 6.140 1.542 -4.833
H 10.194 -1.205 -2.304
H 10.013 -1.310 -4.063
H 10.568 0.216 -3.293
H 6.096 0.969 -5.762
H 6.649 2.496 -4.991
H 5.120 1.746 -4.505
C 7.624 2.922 -1.578
O 7.610 4.292 -1.176
C 7.784 5.162 -2.185
O 7.943 4.877 -3.347
O 7.749 6.404 -1.674
C 7.921 7.439 -2.640
H 7.476 2.311 -0.687
H 6.812 2.716 -2.276
H 8.589 2.660 -2.018
H 7.120 7.412 -3.381
H 8.897 7.356 -3.123
H 7.876 8.395 -2.117
C -13.159 1.278 0.847
O -12.302 0.635 -0.095
C -11.006 0.973 0.019
O -10.543 1.744 0.823
O -10.318 0.302 -0.919
C -8.916 0.566 -0.915
H -14.176 0.932 0.663
H -12.881 1.007 1.868
H -13.133 2.362 0.715
H -8.471 0.268 0.034
H -8.722 1.622 -1.119
H -8.461 -0.026 -1.710
C -4.705 2.044 -7.307
O -5.387 1.734 -6.093
C -4.575 1.482 -5.054
O -3.368 1.499 -5.073
O -5.336 1.206 -3.983
C -4.587 0.921 -2.804
H -5.458 2.229 -8.074
H -4.102 2.948 -7.190
H -4.084 1.204 -7.626
H -3.982 1.784 -2.515
H -3.959 0.040 -2.949
H -5.293 0.712 -2.000
```

Calculated total energy, Ha: -8231.60577
SMILES: CCB(O)[C@@](Cc1cccc(C)c1)(N=C=S)O[C@](CCCF)(N=C=S)[C@@](Br)(COC(C)=O)O[C@@H](F)P(O)(O)=S.COC(=O)OC.COC(=O)OC.COC(=O)OC.COC(=O)OC.COC(=O)OC.COC(=O)OC.COC(=O)OC
Total charge: 0